# 1
Here is the molecule C2H5NP2 in a non-equilibrium geometry from the OMol25 dataset. Energies are from ωB97M-V/def2-TZVPD.

Structure (XYZ):
```
10
Properties=species:S:1:pos:R:3:mulliken_charge:R:1
C 1.2547 0.5770 0.7093 -0.334
C -1.6905 -0.2001 -0.8628 -0.853
N 0.9198 0.7453 -0.6504 -0.300
P -0.3256 0.7221 -1.5771 0.104
P 0.2868 -0.8572 1.4401 -0.011
H 2.3529 0.3931 0.9448 0.265
H 0.9885 1.5382 1.0921 0.284
H -2.6610 0.2240 -0.8076 0.335
H -1.8681 -1.1766 -0.7667 0.461
H 0.7425 -1.9656 0.4782 0.049
```

## Properties
HOMO level (alpha / beta), eV: -8.7 / -8.5
HOMO-LUMO gap (alpha / beta), Eh: 0.286 / 0.273

# 2
Here is the molecule C5H7NO2 in a non-equilibrium geometry from the OMol25 dataset. Energies are from ωB97M-V/def2-TZVPD.

Structure (XYZ):
```
15
Properties=species:S:1:pos:R:3:mulliken_charge:R:1
C 1.1227 -1.3733 0.2147 -0.506
C -0.3241 -0.9230 0.3273 -0.371
C -1.8456 1.0701 -0.2198 -1.177
C 1.8193 0.8700 -0.1188 0.469
C -0.4780 0.4715 -0.1906 0.866
O 1.9953 -0.3078 0.5727 -0.332
N 0.5200 1.2357 -0.4386 -0.614
O 2.7577 1.5773 -0.3246 -0.516
H 1.3577 -2.1986 0.8895 0.278
H 1.3485 -1.6833 -0.8153 0.311
H -0.9766 -1.3746 -0.4910 0.250
H -0.7260 -0.9998 1.3373 0.347
H -2.3303 0.7853 -1.1585 0.286
H -2.4530 0.6880 0.6051 0.353
H -1.7875 2.1627 -0.1893 0.357
```

## Properties
SMILES: CC1=NC(=O)OCC1
HOMO level, eV: -10.1
HOMO-LUMO gap, Eh: 0.387

# 3
Here is an isolated ion of composition C3H8N3O2 and charge +1 in a non-equilibrium geometry from the OMol25 dataset. Energies are from ωB97M-V/def2-TZVPD.

Structure (XYZ):
```
16
Properties=species:S:1:pos:R:3:mulliken_charge:R:1
C 0.5745 0.4504 0.1200 0.589
C -1.0421 0.3933 -0.0646 0.552
C -2.9549 -0.9053 -0.1960 -0.558
N 1.1967 -0.4687 -0.6172 -0.492
N 1.0044 1.4140 0.9294 -0.385
N 2.6642 -0.5082 -0.5567 -0.175
O -1.6732 1.3923 0.1962 -0.529
O -1.5554 -0.7626 -0.3280 -0.308
H -3.1330 -0.1804 0.6105 0.313
H -3.0464 -1.9674 0.1324 0.231
H -3.3266 -0.5976 -1.2036 0.273
H 0.3364 1.7954 1.5441 0.264
H 2.0100 1.5468 1.2169 0.200
H 2.8456 -0.7083 -1.5005 0.344
H 2.9511 -1.2808 -0.0002 0.326
H 3.1486 0.3871 -0.2827 0.355
```

## Properties
SMILES: COC(=O)/C(N)=N/[NH3+]
HOMO level, eV: -14.7
HOMO-LUMO gap, Eh: 0.395
Charge: +1

# 4
Here is an isolated ion of composition C2H6O2PS2 and charge +1 in a non-equilibrium geometry from the OMol25 dataset. Energies are from ωB97M-V/def2-TZVPD.

Structure (XYZ):
```
13
Properties=species:S:1:pos:R:3:mulliken_charge:R:1
C 0.2275 -1.8235 -1.2357 -0.321
C 0.5350 -1.6863 0.1301 -0.251
S -0.7056 -0.7241 1.1311 -0.059
P -0.4807 1.3114 0.3825 0.820
O 0.0848 2.1845 1.7120 -0.461
O 0.6754 1.3366 -0.8305 -0.444
S -2.2202 1.9551 -0.1265 -0.235
H 0.9925 -1.4922 -1.9954 0.266
H -0.7828 -2.2031 -1.5341 0.278
H 1.4634 -2.0858 0.6138 0.386
H -1.9799 -1.1865 0.8284 0.315
H 0.6197 2.9324 1.3806 0.350
H 1.5709 1.4817 -0.4563 0.355
```

## Properties
HOMO level, eV: -13.6
HOMO-LUMO gap, Eh: 0.297
Charge: +1

# 5
Here is the molecule C29H30F6N6O3 in a non-equilibrium geometry from the OMol25 dataset. Energies are from ωB97M-V/def2-TZVPD.

Structure (XYZ):
```
74
Properties=species:S:1:pos:R:3:mulliken_charge:R:1
C 1.1573 2.9170 2.0220 -0.919
N 0.4848 1.6919 2.3921 0.415
N -0.5694 1.2325 1.8083 0.221
O -1.0521 1.8813 0.8725 -0.575
C 1.0891 0.8488 3.4004 -1.580
C 0.8216 -0.6408 3.1325 -0.111
N 1.1212 -0.9488 1.7494 1.673
N 2.0022 -0.1988 1.1615 0.020
O 2.2460 -0.4324 -0.0244 -0.712
C 0.4653 -2.0564 1.0797 -2.247
H 0.2023 -2.8243 1.8055 0.104
H 1.2029 -2.4657 0.3788 0.590
C -0.7724 -1.5916 0.2855 1.075
N -0.8216 -2.2555 -1.0189 1.556
N -0.7817 -3.5383 -1.1925 -0.584
O -0.6603 -4.2468 -0.1920 -0.455
C -1.0047 -1.4390 -2.1933 -0.764
C 0.2644 -0.6380 -2.5563 0.015
C -0.0918 0.7009 -3.1273 -0.154
C -0.6140 1.6978 -2.3094 0.633
C -0.9570 2.9329 -2.8392 0.033
C -0.7944 3.2039 -4.1894 -1.157
C -0.2787 2.2048 -5.0012 0.098
C 0.0729 0.9674 -4.4801 -1.141
H 0.4755 0.2094 -5.1350 0.479
C -0.0596 2.4806 -6.4639 0.950
F 1.1746 2.9641 -6.7027 -0.259
F -0.1816 1.3797 -7.2205 -0.275
F -0.9182 3.3824 -6.9578 -0.275
H -1.0640 4.1645 -4.5999 0.566
C -1.5143 3.9779 -1.9092 0.902
F -1.7673 5.1437 -2.5222 -0.316
F -0.6715 4.2619 -0.9023 -0.246
F -2.6683 3.5895 -1.3471 -0.246
H -0.7534 1.5356 -1.2501 0.212
H 0.8756 -0.4878 -1.6628 -0.341
H 0.8658 -1.2036 -3.2667 0.685
H -1.2779 -2.1122 -3.0070 0.349
H -1.8385 -0.7540 -2.0116 0.225
H -0.6769 -0.5247 0.0791 -0.347
C -2.0903 -1.8278 1.0444 -0.964
C -3.2611 -1.4555 0.1744 -0.192
C -4.0193 -2.4384 -0.4471 -0.314
C -5.0600 -2.0919 -1.2917 -0.723
C -5.3480 -0.7589 -1.5287 -0.513
C -4.5950 0.2278 -0.9135 -0.725
C -3.5585 -0.1181 -0.0651 0.002
H -2.9750 0.6583 0.4059 0.438
H -4.8089 1.2707 -1.0938 0.490
H -6.1581 -0.4893 -2.1900 0.401
H -5.6447 -2.8657 -1.7669 0.395
H -3.7929 -3.4805 -0.2715 0.413
H -2.1558 -2.8786 1.3308 0.602
H -2.0838 -1.2072 1.9418 0.420
H -0.2407 -0.8508 3.2890 0.246
C 1.6570 -1.5256 4.0866 -1.251
C 3.1312 -1.3824 3.8292 0.485
C 3.7423 -2.1271 2.8278 -0.143
C 5.0866 -1.9611 2.5474 -0.843
C 5.8392 -1.0518 3.2703 -0.497
C 5.2443 -0.3187 4.2826 -0.605
C 3.8983 -0.4820 4.5583 -0.272
H 3.4420 0.0857 5.3576 0.432
H 5.8291 0.3826 4.8592 0.389
H 6.8878 -0.9205 3.0508 0.389
H 5.5460 -2.5427 1.7628 0.401
H 3.1666 -2.8512 2.2696 0.363
H 1.4191 -1.2410 5.1121 0.611
H 1.3584 -2.5655 3.9433 0.437
H 0.6958 1.1064 4.3900 0.344
H 2.1657 1.0297 3.3842 0.742
H 2.1081 2.6848 1.5409 0.366
H 0.5151 3.4477 1.3177 0.227
H 1.3274 3.5288 2.9065 0.350
```

## Properties
SMILES: CN(C[C@H](Cc1ccccc1)N(C[C@H](Cc1ccccc1)N(CCc1cc(C(F)(F)F)cc(C(F)(F)F)c1)N=O)N=O)N=O
HOMO level, eV: -9.1
HOMO-LUMO gap, Eh: 0.345

# 6
Here is an isolated ion of composition C4H6NO and charge +1 in a non-equilibrium geometry from the OMol25 dataset. Energies are from ωB97M-V/def2-TZVPD.

Structure (XYZ):
```
12
Properties=species:S:1:pos:R:3:mulliken_charge:R:1
C -1.2065 -0.6997 -0.6297 0.234
C -0.6132 1.4940 0.9048 -0.300
C -0.9012 0.1017 0.4831 -0.164
C 1.3213 -1.1955 -0.4845 -0.542
N 0.0179 -0.7931 -0.4134 0.087
O 0.2446 2.0848 0.0440 -0.285
H -1.9679 -0.9921 -1.3403 0.402
H -1.6291 2.1978 0.9867 0.330
H -0.2924 1.5965 1.9171 0.349
H 1.5279 -1.3782 -1.5861 0.316
H 1.6679 -2.0841 0.2046 0.305
H 1.8307 -0.3322 -0.0863 0.266
```

## Properties
HOMO level (alpha / beta), eV: -14.2 / -15.6
HOMO-LUMO gap (alpha / beta), Eh: 0.337 / 0.341
Charge: +1
Multiplicity: 3

Going through the records in order, we get ΔE to the lowest compared entry with this formula, charge and spin values of 3.701, 0.535, 2.002, 1.667, 0.094, 2.979 eV.